{
  "formula": "C24H43BiN2P3Se",
  "method": "ωB97M-V/def2-TZVPD",
  "homo_lumo_gap_ev": [4.570, 4.381],
  "lumo_energy_ev": [-11.533, -11.720],
  "total_charge": 3,
  "e_homo_ev": [-16.103, -16.101],
  "spin_multiplicity": 1,
  "de_lowest_kcal_mol": 0.0,
  "symbols": ["Bi", "P", "P", "P", "H", "C", "C", "H", "C", "C", "C", "C", "C", "C", "C", "C", "C", "H", "H", "H", "H", "H", "H", "H", "H", "H", "H", "H", "H", "H", "H", "H", "H", "H", "H", "H", "H", "H", "H", "H", "H", "H", "H", "H", "H", "H", "C", "C", "C", "C", "C", "C", "Se", "H", "H", "H", "H", "H", "H", "N", "C", "N", "C", "C", "C", "C", "C", "C", "H", "H", "H", "H", "H", "H"],
  "positions_angstrom": [[-0.320, -1.329, -0.374], [0.227, 2.176, 1.692], [-2.666, 0.644, -0.023], [2.519, -0.017, -0.130], [-1.445, -2.975, -5.033], [-0.664, -3.595, -4.524], [-0.486, -3.469, -3.195], [-1.144, -2.807, -2.599], [0.390, 3.763, 0.726], [-1.124, 2.602, 2.893], [1.753, 2.240, 2.752], [-3.723, -0.089, -1.351], [-3.813, 0.437, 1.428], [-2.979, 2.449, -0.421], [3.286, -1.022, -1.478], [3.589, -0.522, 1.297], [3.306, 1.614, -0.570], [-0.089, -4.363, -5.127], [0.247, -4.059, -2.629], [0.514, 4.600, 1.425], [-0.498, 3.927, 0.104], [1.255, 3.716, 0.051], [-0.860, 3.550, 3.365], [-1.201, 1.830, 3.663], [-2.103, 2.689, 2.414], [1.699, 3.129, 3.391], [2.662, 2.273, 2.145], [1.824, 1.350, 3.387], [-4.729, 0.355, -1.294], [-3.796, -1.175, -1.201], [-3.277, 0.089, -2.340], [-4.816, 0.849, 1.211], [-3.405, 0.932, 2.323], [-3.904, -0.635, 1.664], [-4.054, 2.620, -0.574], [-2.453, 2.702, -1.351], [-2.588, 3.119, 0.359], [4.370, -0.828, -1.486], [2.851, -0.763, -2.453], [3.099, -2.093, -1.311], [4.598, -0.794, 0.937], [3.123, -1.392, 1.784], [3.666, 0.256, 2.075], [4.313, 1.452, -0.972], [3.365, 2.298, 0.283], [2.683, 2.084, -1.336], [0.137, 1.149, -3.937], [-0.555, 0.028, -4.465], [-0.337, -0.415, -5.756], [0.579, 0.303, -6.554], [1.254, 1.434, -6.063], [1.047, 1.849, -4.755], [-0.154, 1.563, -2.125], [0.445, -0.525, -2.059], [-1.245, -0.507, -3.798], [-0.884, -1.288, -6.117], [0.786, 0.011, -7.573], [1.913, 1.976, -6.743], [1.572, 2.726, -4.343], [-0.529, -4.042, 3.167], [-0.433, -3.402, 1.990], [-0.215, -2.094, 2.165], [-0.189, -1.877, 3.548], [0.011, -0.708, 4.285], [0.031, -0.798, 5.681], [-0.159, -2.037, 6.314], [-0.368, -3.214, 5.580], [-0.376, -3.099, 4.194], [-0.680, -5.048, 3.274], [-0.530, -3.873, 1.016], [0.143, 0.225, 3.732], [0.194, 0.102, 6.300], [-0.141, -2.074, 7.405], [-0.517, -4.185, 6.040]],
  "mulliken_charge": [1.426, 1.173, 0.685, 0.772, 0.352, -0.784, 0.136, -0.145, -1.436, -1.251, -1.195, -1.143, -1.270, -1.177, -1.308, -1.150, -1.100, 0.280, 0.178, 0.474, 0.327, 0.295, 0.510, 0.317, 0.344, 0.517, 0.349, 0.281, 0.449, 0.411, 0.299, 0.462, 0.334, 0.412, 0.525, 0.269, 0.295, 0.477, 0.366, 0.408, 0.444, 0.308, 0.388, 0.512, 0.364, 0.114, 0.774, 0.357, -0.930, -0.539, -0.725, -0.346, -0.004, -0.253, 0.066, 0.449, 0.431, 0.425, 0.418, -0.010, -0.649, -0.004, -0.672, 0.691, -1.028, -0.432, -1.081, 0.637, 0.275, 0.506, 0.051, 0.460, 0.409, 0.432]
}